The molecule C22H16N2O5, computed with wB97M-V/def2-TZVPD.

- max |F| (eV Å⁻¹) = 1.4
- HOMO energy (Eh) = -0.3031
- 2S+1 = 1
- SMILES = COc1cc2c(cc1NC(=O)/C=C/c1ccc([N+](=O)[O-])cc1)oc1ccccc12
- LUMO energy (eV) = -0.9
- electronic energy (hartree) = -1333.58091
- charge = 0
- energy above the lowest of the compared OMol25 structures with the same formula, charge and spin (kJ/mol) = 105.6
- frontier orbital gap (eV) = 7.3

The geometry in XYZ format:
```
45
C22H16N2O5 wB97M-V/def2-TZVPD
C -1.36 2.73 -1.09
O -1.84 2.04 0.04
C -1.85 0.68 0.02
C -1.50 -0.09 -1.08
C -1.61 -1.47 -1.00
C -2.08 -2.08 0.18
C -2.41 -1.33 1.30
C -2.27 0.05 1.22
N -2.61 0.82 2.34
C -1.97 1.90 2.87
O -2.47 2.54 3.78
C -0.63 2.22 2.33
C 0.32 1.30 2.15
C 1.66 1.53 1.65
C 2.12 2.80 1.25
C 3.39 2.97 0.76
C 4.24 1.87 0.67
N 5.57 2.04 0.15
O 5.90 3.16 -0.19
O 6.29 1.06 0.10
C 3.82 0.60 1.06
C 2.54 0.44 1.54
O -2.14 -3.43 0.07
C -1.71 -3.72 -1.19
C -1.60 -4.98 -1.75
C -1.15 -5.06 -3.06
C -0.81 -3.92 -3.78
C -0.91 -2.66 -3.22
C -1.37 -2.56 -1.91
H -1.43 3.78 -0.84
H -0.32 2.47 -1.31
H -1.98 2.53 -1.97
H -1.17 0.36 -2.00
H -2.75 -1.80 2.20
H -3.45 0.55 2.84
H -0.45 3.28 2.19
H 0.09 0.26 2.36
H 1.46 3.65 1.33
H 3.75 3.94 0.45
H 4.49 -0.23 0.97
H 2.20 -0.54 1.84
H -1.87 -5.86 -1.19
H -1.05 -6.03 -3.53
H -0.45 -4.02 -4.79
H -0.64 -1.78 -3.77
```

---

A structure of composition C22H16N3O6PdS, computed with wB97M-V/def2-TZVPD.

- <S²> = 2.007
- max |F| (eV Å⁻¹) = 2.0
- HOMO energy (alpha / beta) (Eh) = -0.1784 / -0.1808
- 2S+1 = 3
- LUMO energy (alpha / beta) (eV) = 2.6 / 1.4
- electronic energy (hartree) = -1989.73415
- charge = -1
- frontier orbital gap (alpha / beta) (eV) = 7.5 / 6.3

The geometry in XYZ format:
```
49
C22H16N3O6PdS wB97M-V/def2-TZVPD
Pd -14.95 -6.47 -5.26
C -13.47 -5.70 -9.63
O -14.12 -6.87 -10.09
C -14.21 -7.97 -9.29
C -13.92 -9.17 -9.87
C -14.05 -10.40 -9.16
C -14.53 -10.42 -7.88
C -14.92 -9.19 -7.30
C -15.65 -9.27 -6.02
N -15.79 -8.32 -5.16
N -16.75 -8.52 -4.15
C -17.07 -7.35 -3.58
O -16.58 -6.22 -3.93
C -18.03 -7.38 -2.45
C -18.22 -6.27 -1.68
C -19.18 -6.25 -0.64
C -19.92 -7.38 -0.41
C -19.75 -8.54 -1.17
C -18.80 -8.56 -2.17
C -14.75 -7.94 -7.94
O -15.03 -6.80 -7.38
H -13.27 -5.11 -10.51
H -14.15 -5.17 -8.99
H -12.50 -5.95 -9.10
H -13.51 -9.12 -10.87
H -13.72 -11.35 -9.65
H -14.61 -11.36 -7.38
H -16.17 -10.17 -5.73
H -17.65 -5.38 -1.90
H -19.36 -5.32 -0.06
H -20.78 -7.31 0.26
H -20.34 -9.41 -0.93
H -18.60 -9.41 -2.85
O -9.55 -7.51 -4.22
S -9.95 -6.15 -4.35
O -8.91 -5.21 -4.72
N -11.25 -6.06 -5.33
C -12.19 -5.37 -4.77
O -13.30 -5.08 -5.36
C -11.95 -4.94 -3.37
C -12.79 -4.18 -2.56
C -12.39 -3.90 -1.25
C -11.23 -4.48 -0.72
C -10.40 -5.30 -1.56
C -10.76 -5.47 -2.88
H -13.67 -3.79 -2.97
H -13.02 -3.20 -0.68
H -10.99 -4.39 0.33
H -9.44 -5.71 -1.21
```

---

A structure of composition C22H16N4O2S3, computed with wB97M-V/def2-TZVPD.

- max |F| (eV Å⁻¹) = 4.6
- HOMO energy (Eh) = -0.2947
- 2S+1 = 1
- LUMO energy (eV) = -2.0
- electronic energy (hartree) = -2411.85986
- charge = 0
- energy above the lowest of the compared OMol25 structures with the same formula, charge and spin (kJ/mol) = 230.4
- frontier orbital gap (eV) = 6.1

The geometry in XYZ format:
```
47
C22H16N4O2S3 wB97M-V/def2-TZVPD
O 0.37 3.00 0.81
O 1.63 -1.46 -0.69
N -3.01 3.32 1.34
N 1.61 -4.85 0.49
S -1.57 -0.36 3.55
S 0.19 -1.62 3.82
S 0.72 0.07 1.64
C -0.76 2.93 1.12
C 1.63 -2.58 -0.07
C -2.66 2.49 2.32
C 1.24 -4.22 1.60
C -0.77 0.64 2.37
C 0.66 -1.62 2.15
C -1.24 1.98 2.10
C 1.07 -2.70 1.30
C -1.75 6.80 -2.11
C 3.38 -4.52 -4.34
C -0.93 5.60 -2.33
C -2.27 6.91 -0.81
C 3.64 -5.48 -3.31
C 2.58 -3.46 -4.20
C -0.92 4.57 -1.41
C -2.34 5.91 0.11
C 3.03 -5.28 -2.07
C 2.04 -3.22 -2.95
C -1.74 4.68 -0.24
C 2.30 -4.05 -1.81
N -1.85 3.58 0.66
N 1.82 -3.88 -0.49
C -3.66 2.15 3.43
C 0.72 -4.90 2.88
H -1.66 7.62 -2.85
H 3.72 -4.70 -5.30
H -0.35 5.49 -3.25
H -2.54 7.93 -0.48
H 4.15 -6.37 -3.51
H 2.37 -2.85 -5.03
H -0.53 3.55 -1.63
H -2.87 6.19 0.99
H 2.91 -6.03 -1.30
H 1.46 -2.29 -2.90
H -4.32 3.07 3.45
H -3.13 2.05 4.36
H -4.11 1.20 3.17
H -0.02 -4.30 3.36
H 0.21 -5.79 2.59
H 1.59 -5.17 3.48
```